(1)
Formula: C45H42F2N19ORbS3
Source: the Open Molecules 2025 dataset
Level of theory: ωB97M-V/def2-TZVPD

multiplicity = 1
LUMO level = 3.177 eV
M = 1084.628 g/mol
net charge = -2
HOMO energy = -1.629 eV

Last column: Mulliken charge in e.
Geometry (Å):
Rb1 0.092 -2.205 -0.940  0.574
C1 -2.440 -4.688 4.835  -0.548
C2 -1.176 -4.696 3.984  -0.988
S1 -1.006 -3.248 2.911  0.101
C3 -2.436 -3.448 1.798  0.106
C4 -3.646 -2.521 2.072  -0.690
S2 -3.257 -0.989 2.973  0.244
C5 -4.134 -1.142 4.571  -0.851
C6 -4.187 -2.484 5.289  -0.712
S3 -2.618 -3.203 5.890  -0.125
H1 -2.439 -5.551 5.505  0.446
H2 -3.325 -4.744 4.202  0.235
H3 -1.145 -5.599 3.371  0.396
H4 -0.288 -4.674 4.617  0.382
H5 -2.736 -4.495 1.836  0.592
H6 -2.045 -3.277 0.790  -0.650
H7 -4.436 -3.027 2.629  0.502
H8 -4.060 -2.201 1.118  0.265
H9 -5.168 -0.829 4.406  0.353
H10 -3.641 -0.396 5.198  0.307
H11 -4.665 -3.240 4.668  0.305
H12 -4.801 -2.351 6.182  0.432
N1 -2.500 -4.512 -2.851  -0.182
C7 -1.184 -4.558 -2.404  0.287
N2 -0.136 -4.460 -3.225  -0.293
N3 0.925 -4.616 -2.426  -0.363
N4 0.529 -4.814 -1.205  -0.248
N5 -0.807 -4.786 -1.141  -0.066
C8 -3.439 -3.669 -2.270  0.270
N6 -4.711 -3.630 -2.671  -0.707
N7 -5.288 -2.739 -1.855  -0.939
N8 -4.407 -2.278 -1.019  -0.420
N9 -3.205 -2.841 -1.256  0.760
H13 -2.599 -4.605 -3.847  0.258
C9 -1.791 2.029 1.530  -0.152
N10 -1.883 1.145 0.389  1.686
C10 -0.919 0.447 -0.249  -0.302
N11 -1.427 -0.176 -1.285  0.554
C11 -2.742 0.153 -1.236  -1.293
N12 -3.061 0.960 -0.245  -1.419
C12 -0.797 3.163 1.357  -0.136
C13 -0.320 3.843 2.475  -0.575
C14 0.584 4.890 2.330  -0.865
C15 1.041 5.258 1.078  -0.610
C16 0.569 4.581 -0.046  0.405
C17 -0.362 3.550 0.105  0.319
C18 1.046 4.885 -1.373  0.102
N13 1.956 5.723 -1.775  -0.546
N14 2.095 5.544 -3.126  -0.580
C19 1.255 4.615 -3.469  0.046
O1 0.550 4.177 -2.406  -0.052
C20 1.006 3.977 -4.738  0.252
C21 1.790 4.202 -5.871  -0.838
C22 1.528 3.483 -7.026  -0.686
C23 0.496 2.546 -7.066  -0.578
C24 -0.311 2.361 -5.950  0.656
C25 -1.435 1.355 -5.898  -1.552
N15 -0.966 0.183 -5.199  1.249
C26 -0.800 0.056 -3.877  -0.463
N16 -0.243 -1.087 -3.597  0.364
C27 -0.089 -1.674 -4.816  -0.549
N17 -0.503 -0.922 -5.823  -1.167
C28 -0.044 3.071 -4.800  0.329
H14 -1.538 1.453 2.423  -0.654
H15 -2.792 2.439 1.668  0.553
H16 0.113 0.412 0.065  0.472
H17 -3.467 -0.222 -1.941  0.717
H18 -0.653 3.549 3.463  0.423
H19 0.938 5.413 3.209  0.395
H20 1.769 6.046 0.942  0.523
H21 -0.718 3.044 -0.781  0.836
H22 2.599 4.918 -5.812  0.527
H23 2.141 3.637 -7.904  0.372
H24 0.327 1.956 -7.958  0.440
H25 -1.776 1.062 -6.888  0.469
H26 -2.276 1.758 -5.332  0.359
H27 -1.076 0.812 -3.158  0.103
H28 0.322 -2.663 -4.930  0.578
H29 -0.636 2.905 -3.909  0.423
F1 4.395 -4.434 2.480  -0.380
C29 4.203 -3.317 1.713  0.496
C30 2.938 -2.801 1.517  -0.689
C31 2.757 -1.704 0.670  0.101
C32 3.889 -1.088 0.096  0.071
C33 5.150 -1.600 0.396  0.437
F2 6.315 -0.992 -0.035  -0.390
C34 5.332 -2.727 1.169  -0.919
C35 3.643 0.080 -0.782  -0.245
C36 4.603 0.679 -1.612  -0.832
C37 4.250 1.768 -2.391  -1.165
C38 2.949 2.248 -2.349  0.037
C39 2.060 1.593 -1.506  0.412
N18 2.390 0.559 -0.748  0.222
H30 2.090 -3.258 2.022  0.340
H31 6.320 -3.131 1.341  0.447
H32 5.612 0.301 -1.653  0.577
H33 4.986 2.240 -3.032  0.424
H34 2.639 3.096 -2.948  0.380
H35 1.024 1.918 -1.425  -0.164
C40 2.585 1.980 6.146  -1.603
C41 1.909 1.466 4.903  1.414
C42 2.578 1.379 3.689  -1.116
C43 1.894 0.923 2.567  -0.143
N19 0.618 0.561 2.594  0.751
C44 -0.021 0.624 3.758  -0.405
C45 0.576 1.069 4.929  -1.352
H36 3.648 2.147 5.974  0.364
H37 2.469 1.269 6.966  0.349
H38 2.133 2.923 6.459  0.298
H39 3.622 1.659 3.615  0.395
H40 2.377 0.833 1.601  -0.196
H41 -1.055 0.299 3.745  0.460
H42 0.010 1.099 5.853  0.455

Atomic forces in eV per Å
1.08 -0.15 0.47
0.12 0.15 0.18
-0.09 0.43 -0.19
0.11 -0.33 -0.06
0.31 0.31 0.26
0.23 0.09 0.10
-0.24 -0.02 0.16
0.15 -0.05 -0.40
0.30 -0.05 0.15
-0.15 -0.02 -0.17
-0.07 -0.04 -0.07
0.00 -0.05 0.00
0.02 -0.06 0.09
0.01 -0.08 0.01
-0.01 -0.01 -0.15
-0.34 -0.08 0.16
0.02 -0.05 -0.07
-0.12 -0.10 -0.08
0.00 0.06 0.12
-0.09 0.01 0.08
-0.08 0.03 0.05
-0.12 -0.03 -0.08
-0.06 -0.08 -0.05
0.38 -0.35 0.09
-0.42 0.19 -0.06
0.33 -0.38 -0.12
0.32 -0.62 0.10
-0.52 -0.44 -0.36
-0.40 0.25 0.27
0.18 -0.23 -0.18
0.04 0.14 0.02
-0.20 -0.05 -0.01
0.07 -0.16 -0.12
0.06 0.03 -0.03
-0.03 0.10 0.17
0.33 -0.13 -0.11
-0.27 0.56 0.43
-0.96 0.97 0.60
-0.13 0.30 0.06
-0.19 0.13 -0.25
-0.21 -0.27 0.13
0.04 0.11 -0.14
-0.14 -0.11 0.14
0.07 -0.01 -0.40
-0.41 -0.22 0.67
0.21 0.26 -0.19
0.65 0.53 -0.52
-0.17 -0.11 0.69
-0.27 -0.25 -0.71
0.30 0.99 0.55
-0.27 -0.17 -0.08
-0.21 -0.25 -0.62
-0.08 0.01 0.23
-0.04 -0.11 -0.02
0.01 0.22 0.15
-0.18 0.00 -0.45
0.32 -0.08 -0.04
-0.23 -0.31 0.08
0.09 0.36 -0.10
0.27 -0.66 -0.33
-0.02 0.57 -0.09
0.05 -0.23 -0.19
0.11 0.25 0.30
-0.23 0.30 -0.43
-0.05 -0.05 -0.05
0.17 0.01 0.21
-0.02 0.03 0.15
0.03 -0.04 0.00
0.05 -0.02 0.00
0.01 0.03 0.07
-0.09 -0.05 0.11
0.03 -0.01 -0.07
0.03 0.00 0.01
-0.03 0.02 -0.02
0.03 -0.06 0.02
-0.03 0.04 -0.10
0.00 -0.13 -0.28
-0.06 -0.03 -0.02
-0.05 0.01 -0.11
0.04 0.02 0.00
-0.26 0.17 0.01
0.51 -0.11 0.03
-0.53 0.08 0.06
0.06 -0.26 0.26
-0.09 0.01 0.00
-0.04 -0.03 -0.06
0.24 -0.08 0.01
0.04 -0.04 0.05
0.01 0.19 -0.16
-0.05 -0.10 0.09
-0.08 0.00 0.01
0.29 0.03 -0.19
-0.18 0.35 -0.18
0.04 -0.14 -0.07
0.00 0.05 0.04
-0.04 -0.07 0.06
0.00 -0.02 0.00
0.33 -0.37 0.16
0.12 -0.04 -0.11
-0.07 -0.05 -0.07
0.06 0.03 -0.09
-0.09 0.02 0.14
0.13 -0.02 -0.13
-0.14 0.00 0.01
0.45 -0.04 0.38
-0.08 -0.05 -0.05
0.00 0.00 0.03
0.04 0.02 0.02
0.03 0.01 0.03
-0.01 -0.01 -0.05
0.02 -0.05 0.04
0.02 -0.18 0.20
-0.02 -0.03 -0.01

(2)
Formula: C45H42F3N6O3P2STi
Source: the Open Molecules 2025 dataset
Level of theory: ωB97M-V/def2-TZVPD

multiplicity = 2
LUMO level (spin up / spin down) = 0.445 / 0.060 eV
M = 913.746 g/mol
expectation value of S² = 0.775
net charge = 0
HOMO energy (spin up / spin down) = -5.821 / -6.993 eV

Last column: Mulliken charge in e.
Geometry (Å):
Ti1 -0.427 0.052 1.126  -0.725
C1 1.261 -5.983 1.214  -1.189
C2 1.855 -4.876 0.346  -0.549
N1 0.849 -3.989 -0.224  0.054
C3 0.331 -2.935 0.462  -0.012
S1 -0.953 -2.022 -0.250  -0.464
N2 0.832 -2.685 1.643  -1.230
N3 0.325 -1.532 2.191  1.007
C4 0.554 -1.368 3.475  0.820
C5 1.386 -2.305 4.284  -1.914
C6 -0.118 -0.235 4.049  0.238
C7 -0.087 0.095 5.406  -0.972
C8 -0.894 1.103 5.875  -0.556
C9 -1.738 1.766 4.980  -1.024
C10 -1.688 1.416 3.655  0.118
N4 -0.881 0.454 3.177  1.091
H1 2.054 -6.572 1.687  0.360
H2 0.645 -6.661 0.616  0.332
H3 0.638 -5.545 1.996  0.280
H4 2.431 -5.302 -0.476  0.518
H5 2.521 -4.257 0.942  0.252
H6 0.287 -4.321 -0.985  0.283
H7 1.626 -3.177 3.689  0.379
H8 0.862 -2.617 5.191  0.416
H9 2.321 -1.815 4.579  0.314
H10 0.565 -0.459 6.070  0.432
H11 -0.891 1.368 6.926  0.405
H12 -2.414 2.545 5.307  0.483
H13 -2.323 1.913 2.935  0.324
O1 -2.226 0.399 0.841  0.497
C11 -3.029 1.337 0.384  0.077
C12 -4.324 0.998 -0.037  -0.488
C13 -5.231 1.963 -0.423  -0.735
C14 -4.876 3.312 -0.391  -0.941
C15 -3.598 3.652 0.001  -0.748
C16 -2.652 2.688 0.361  1.281
C17 -1.298 3.083 0.769  -0.210
N5 -0.337 2.315 1.274  1.206
C18 0.717 3.157 1.593  -1.051
C19 0.391 4.432 1.279  -1.181
N6 -0.887 4.367 0.766  0.033
H14 -4.588 -0.053 -0.024  0.556
H15 -6.227 1.672 -0.737  0.403
H16 -5.588 4.081 -0.660  0.436
H17 -3.331 4.704 0.030  0.367
H18 1.627 2.791 2.034  0.552
H19 0.942 5.356 1.367  0.445
H20 -1.400 5.138 0.384  0.155
O2 -0.510 1.040 -1.241  0.814
P1 -0.703 1.422 -2.669  0.702
C20 0.758 1.066 -3.720  -1.251
P2 1.368 -0.662 -3.701  0.146
O3 1.362 -1.304 -2.371  0.265
C21 0.386 -1.582 -4.907  0.676
C22 0.004 -2.864 -4.499  -0.536
C23 -0.728 -3.676 -5.359  -0.626
C24 -1.081 -3.212 -6.622  -0.516
C25 -0.702 -1.938 -7.028  -0.780
C26 0.029 -1.126 -6.173  -0.159
C27 3.040 -0.512 -4.371  0.399
C28 3.335 0.007 -5.631  -0.238
C29 4.654 0.123 -6.042  -0.765
C30 5.682 -0.283 -5.198  -0.459
C31 5.393 -0.807 -3.945  -0.752
C32 4.071 -0.920 -3.524  -0.425
C33 -2.080 0.596 -3.469  0.725
C34 -2.823 -0.310 -2.719  0.126
C35 -3.865 -1.012 -3.318  -1.158
C36 -4.168 -0.795 -4.654  -0.653
C37 -3.437 0.125 -5.402  -0.875
C38 -2.391 0.816 -4.813  -0.575
C39 -0.930 3.190 -2.982  0.551
C40 -2.176 3.723 -3.303  -0.268
C41 -2.310 5.084 -3.554  -0.797
C42 -1.201 5.917 -3.488  -0.524
C43 0.046 5.393 -3.156  -0.843
C44 0.180 4.036 -2.900  -0.467
H21 1.576 1.654 -3.302  0.658
H22 0.558 1.378 -4.750  0.589
H23 0.273 -3.188 -3.498  0.358
H24 -1.026 -4.669 -5.042  0.425
H25 -1.658 -3.841 -7.290  0.395
H26 -0.983 -1.576 -8.011  0.423
H27 0.316 -0.132 -6.505  0.266
H28 2.536 0.314 -6.300  0.203
H29 4.884 0.528 -7.020  0.407
H30 6.713 -0.188 -5.522  0.366
H31 6.195 -1.127 -3.289  0.426
H32 3.816 -1.310 -2.542  0.448
H33 -2.565 -0.474 -1.680  -0.125
H34 -4.429 -1.733 -2.735  0.505
H35 -4.979 -1.344 -5.122  0.411
H36 -3.681 0.295 -6.445  0.436
H37 -1.824 1.537 -5.396  0.508
H38 -3.046 3.076 -3.346  0.442
H39 -3.284 5.493 -3.799  0.439
H40 -1.303 6.975 -3.704  0.404
H41 0.913 6.043 -3.101  0.448
H42 1.148 3.634 -2.619  0.252
F1 2.076 1.245 -0.131  -0.231
C45 1.648 0.216 0.671  0.155
F2 2.087 0.627 1.975  -0.306
F3 2.490 -0.787 0.362  -0.166

Atomic forces in eV per Å
-0.66 0.14 -0.75
0.00 0.01 0.00
-0.27 0.06 0.00
0.03 -0.03 0.31
-0.11 -0.13 -0.29
0.25 -0.05 0.22
-0.04 0.30 0.24
0.71 -0.80 0.69
0.03 -0.35 -0.31
-0.02 0.07 0.16
-0.10 -0.02 0.00
0.13 -0.07 0.21
0.00 0.01 0.07
0.02 0.02 0.13
-0.01 -0.09 -0.24
-0.03 0.02 0.51
-0.08 0.05 -0.05
0.02 0.05 0.06
0.05 -0.04 -0.04
0.03 0.01 -0.04
0.06 0.04 -0.03
0.03 0.03 -0.15
0.01 -0.02 0.01
0.04 0.02 -0.02
-0.06 -0.02 0.01
-0.05 0.05 -0.02
0.02 -0.02 -0.05
0.03 -0.04 -0.01
0.04 -0.04 -0.04
-1.88 0.80 -0.47
0.13 -0.35 0.26
-0.17 -0.05 -0.03
0.06 -0.08 0.02
0.03 -0.01 -0.02
0.07 0.14 -0.09
0.31 0.25 0.02
-0.08 -0.30 0.24
0.17 0.25 -0.39
-0.20 -0.16 0.09
-0.07 0.09 -0.04
0.21 0.39 -0.08
-0.01 0.04 0.00
0.04 0.00 0.02
0.02 -0.02 0.00
-0.04 -0.03 -0.04
-0.05 -0.08 -0.10
-0.14 -0.14 -0.03
-0.05 0.04 -0.01
-0.21 0.22 -0.48
0.50 -0.51 0.30
-0.17 -0.33 0.20
-0.14 0.08 0.28
0.11 0.02 -0.20
-0.06 -0.22 0.04
-0.11 0.10 -0.14
0.04 0.08 0.03
0.02 -0.02 0.08
-0.01 0.00 -0.04
0.04 0.01 -0.01
0.13 0.01 0.00
0.03 -0.03 0.03
-0.05 0.00 0.01
0.01 -0.01 0.04
-0.11 0.00 0.00
0.04 0.06 -0.08
-0.15 -0.06 -0.01
0.04 -0.05 -0.09
0.03 0.02 0.00
0.02 0.01 0.05
-0.01 -0.02 0.00
-0.05 -0.01 0.06
0.01 0.12 0.04
0.02 0.03 0.10
0.01 0.03 0.05
0.03 -0.04 -0.02
-0.05 0.00 0.03
-0.06 0.04 0.07
0.07 0.07 -0.10
0.08 0.12 0.10
-0.03 0.03 -0.10
0.01 0.09 -0.02
0.05 0.03 0.05
0.03 -0.02 0.07
-0.06 -0.08 0.03
0.09 -0.01 0.05
-0.01 -0.02 0.03
-0.07 -0.02 0.03
-0.04 0.03 -0.03
0.03 0.04 -0.11
-0.01 -0.01 -0.08
0.04 0.07 -0.06
0.05 0.03 0.03
0.02 -0.02 0.07
-0.04 -0.06 0.03
0.03 0.04 -0.01
0.06 -0.03 0.00
0.00 -0.08 0.03
-0.06 -0.05 0.00
-0.07 0.08 -0.02
-0.03 0.05 0.02
1.34 0.27 -0.15
0.15 0.10 -0.14
0.02 -0.14 0.01

> M of number 1 (C45H42F2N19ORbS3)?

1084.628 g/mol